(1)
Molecular formula: F3HN2O2S
Method: DFT, the ωB97M-V functional and the def2-TZVPD basis

Results
**Net charge**: 0
**Lowest unoccupied orbital energy**: -1.88 eV
**Orbital gap**: 0.336 hartree
**HOMO energy**: -11.0 eV

Cartesian coordinates (Å):
F (-2.087, -0.829, 0.069)
O (1.935, -0.674, -0.076)
S (3.342, -0.958, -0.264)
F (-0.773, 1.909, -0.738)
O (3.591, -2.241, -0.738)
N (-0.545, 0.579, -1.138)
F (-1.617, -1.123, -2.007)
N (-1.701, -0.082, -1.177)
H (0.406, 0.362, -0.603)

(2)
Molecular formula: F3HOSi
Method: DFT, the ωB97M-V functional and the def2-TZVPD basis

Results
**Net charge**: 0
**Lowest unoccupied orbital energy**: -1.49 eV
**Orbital gap**: 0.355 hartree
**HOMO energy**: -11.1 eV

Cartesian coordinates (Å):
F (1.184, 0.072, 1.288)
F (0.696, -1.917, -0.364)
O (-1.866, 0.348, -0.017)
Si (0.487, -0.365, -0.068)
F (1.325, 0.613, -0.979)
H (-1.826, 1.250, 0.140)

(3)
Molecular formula: F3HSi
Method: DFT, the ωB97M-V functional and the def2-TZVPD basis

Results
**Net charge**: 0
**Lowest unoccupied orbital energy (alpha / beta)**: -2.08 / -0.34 eV
**Orbital gap (alpha / beta)**: 0.347 / 0.351 hartree
**HOMO energy (alpha / beta)**: -11.5 / -9.9 eV

Cartesian coordinates (Å):
F (0.752, 0.563, -0.922)
Si (0.167, -0.123, 0.369)
F (0.846, -1.611, 0.397)
H (-2.424, 0.588, -1.506)
F (0.659, 0.584, 1.663)

(4)
Molecular formula: F4Mg2
Method: DFT, the ωB97M-V functional and the def2-TZVPD basis

Results
**Net charge**: 0
**Lowest unoccupied orbital energy**: -3.51 eV
**Orbital gap**: 0.231 hartree
**HOMO energy**: -9.8 eV

Cartesian coordinates (Å):
F (31.639, 16.237, 30.637)
Mg (30.182, 17.647, 30.771)
F (31.124, 18.793, 29.537)
F (28.803, 16.965, 29.580)
Mg (32.988, 19.270, 29.151)
F (33.561, 17.407, 28.568)

Look up the net charge of the second one. 0